Computed, not measured: a structure of composition C44H37NO6PS7W, with ωB97M-V with the def2-TZVPD basis set.

Cartesian coordinates (Å):
W1 0.54 0.51 -0.49
O1 -1.94 2.70 -2.55
S1 -2.52 1.86 -1.53
O2 -3.55 2.46 -0.73
O3 -1.52 1.18 -0.64
C1 -3.29 0.45 -2.33
C2 -4.67 0.43 -2.35
C3 -5.36 -0.64 -2.92
C4 -4.66 -1.70 -3.47
C5 -3.27 -1.69 -3.45
C6 -2.58 -0.62 -2.88
S2 -0.80 -0.73 -2.93
O4 -0.29 0.61 -3.11
O5 -0.50 -1.71 -3.93
O6 -0.39 -1.20 -1.56
H1 -5.20 1.25 -1.91
H2 -6.44 -0.63 -2.93
H3 -5.18 -2.54 -3.91
H4 -2.70 -2.49 -3.89
C7 -2.41 -2.01 4.15
C8 -2.85 -2.35 2.75
C9 -3.98 -3.16 2.60
C10 -4.48 -3.48 1.35
C11 -3.86 -3.00 0.21
C12 -2.74 -2.20 0.34
C13 -2.22 -1.87 1.59
P1 -0.76 -0.77 1.58
C14 -1.04 0.43 2.94
C15 -0.07 0.55 3.94
C16 -0.18 1.51 4.93
C17 -1.27 2.37 4.93
C18 -2.23 2.25 3.94
C19 -2.14 1.29 2.93
C20 -3.23 1.22 1.90
C21 0.61 -1.83 2.12
C22 0.50 -3.10 2.69
C23 1.63 -3.84 2.97
C24 2.89 -3.31 2.70
C25 3.00 -2.06 2.12
C26 1.87 -1.30 1.82
C27 1.98 0.05 1.17
H5 -2.75 -2.78 4.85
H6 -2.82 -1.05 4.48
H7 -1.32 -1.92 4.24
H8 -4.47 -3.54 3.49
H9 -5.36 -4.10 1.27
H10 -4.24 -3.23 -0.78
H11 -2.24 -1.81 -0.54
H12 0.77 -0.12 3.96
H13 0.58 1.59 5.69
H14 -1.37 3.13 5.69
H15 -3.08 2.93 3.93
H16 -3.70 2.19 1.78
H17 -4.00 0.49 2.20
H18 -2.86 0.92 0.93
H19 -0.48 -3.52 2.87
H20 1.54 -4.83 3.40
H21 3.78 -3.89 2.91
H22 3.98 -1.66 1.88
H23 2.98 0.14 0.73
H24 1.93 0.82 1.94
N1 2.04 0.34 -1.54
C28 3.08 0.23 -2.27
C29 3.48 1.39 -3.10
C30 2.54 2.00 -3.92
C31 2.88 3.14 -4.64
C32 4.16 3.68 -4.54
C33 5.10 3.06 -3.72
C34 4.77 1.92 -3.01
C35 3.85 -1.04 -2.29
C36 4.86 -1.26 -3.23
C37 5.57 -2.46 -3.24
C38 5.27 -3.45 -2.32
C39 4.26 -3.25 -1.39
C40 3.55 -2.06 -1.38
H25 1.53 1.60 -3.96
H26 2.13 3.63 -5.24
H27 4.41 4.57 -5.08
H28 6.09 3.49 -3.63
H29 5.50 1.46 -2.36
H30 5.09 -0.50 -3.96
H31 6.34 -2.62 -3.98
H32 5.82 -4.38 -2.33
H33 4.02 -4.02 -0.67
H34 2.76 -1.91 -0.67
C41 -0.40 5.65 2.36
S3 -1.69 4.82 1.38
C42 -0.84 4.72 -0.15
C43 0.16 3.87 -0.46
S4 0.83 2.65 0.60
S5 0.82 4.03 -2.06
C44 -0.17 5.33 -2.60
S6 -0.05 5.99 -4.11
S7 -1.28 5.87 -1.40
H35 -0.83 5.82 3.35
H36 -0.13 6.60 1.92
H37 0.47 5.00 2.46

Calculated values
<S²>: 2.052
Spin multiplicity: 3
Total charge: -1
E, eV: -146969.667
Energy above the lowest of the compared OMol25 structures with the same formula, charge and spin, kJ/mol: 7.2
Kohn-Sham gap (spin up / spin down), eV: 6.66 / 6.87

Computed, not measured: the ion C5H11N2 with charge +1, with ωB97M-V with the def2-TZVPD basis set.

Cartesian coordinates (Å):
C1 3.03 0.32 -0.04
C2 0.90 -0.98 -0.19
C3 -0.99 1.61 -0.34
C4 -1.58 -1.53 -0.12
C5 -0.69 0.48 0.71
N1 1.94 -0.31 0.15
N2 -0.33 -0.89 0.29
H1 3.84 0.14 0.68
H2 3.01 1.11 -0.67
H3 1.03 -1.86 -0.86
H4 -2.01 1.69 -0.41
H5 -0.59 2.62 -0.06
H6 -0.48 1.47 -1.32
H7 -2.26 -1.51 0.63
H8 -2.06 -1.08 -0.98
H9 -1.34 -2.52 -0.27
H10 0.00 0.98 1.35
H11 -1.43 0.25 1.45

Calculated values
Total charge: +1
SMILES: C=N/C=[N+](/C)CC
E, eV: -8334.396
Energy above the lowest of the compared OMol25 structures with the same formula, charge and spin, kJ/mol: 262.7
Kohn-Sham gap, eV: 9.65

Computed, not measured: a cluster of 7 separate species, C22H60N2O14 in total, with ωB97M-V with the def2-TZVPD basis set.

Cartesian coordinates (Å):
C1 2.64 -3.31 -6.03
C2 3.18 -2.76 -4.74
O1 4.50 -3.09 -4.65
O2 1.27 -2.96 -6.03
H1 2.80 -4.40 -5.92
H2 3.26 -3.05 -6.90
H3 2.69 -3.21 -3.92
H4 3.03 -1.69 -4.65
H5 4.95 -2.43 -5.11
H6 1.19 -2.51 -6.84
C3 -0.60 -0.07 3.96
C4 -0.36 1.43 3.75
O3 0.68 1.86 4.58
O4 -1.43 -0.54 2.93
H7 -0.99 -0.16 5.08
H8 0.34 -0.69 3.92
H9 -1.28 2.01 3.95
H10 0.06 1.56 2.75
H11 1.57 1.63 4.26
H12 -2.23 0.02 2.85
C5 -5.67 -1.42 -3.07
C6 -4.64 -0.35 -2.63
O5 -3.56 -1.02 -2.00
O6 -6.75 -0.77 -3.77
H13 -6.10 -1.89 -2.15
H14 -5.19 -2.12 -3.68
H15 -5.00 0.40 -1.94
H16 -4.38 0.29 -3.51
H17 -2.94 -0.32 -1.77
H18 -7.47 -0.55 -3.15
C7 0.27 -2.25 0.80
C8 0.03 -2.19 -0.76
O7 1.11 -1.60 -1.44
O8 -0.90 -2.60 1.51
H19 0.58 -1.26 1.20
H20 1.07 -2.91 1.09
H21 -0.83 -1.64 -0.95
H22 -0.03 -3.17 -1.08
H23 0.98 -1.65 -2.37
H24 -1.10 -1.83 2.04
C9 -1.71 -3.16 -3.94
C10 -1.22 -1.69 -3.98
O9 0.19 -1.53 -4.04
O10 -3.06 -3.16 -3.41
H25 -1.03 -3.81 -3.40
H26 -1.89 -3.71 -4.90
H27 -1.43 -1.21 -3.09
H28 -1.61 -1.15 -4.86
H29 0.61 -1.97 -4.77
H30 -3.17 -2.36 -2.87
C11 -4.82 1.03 2.48
O11 -3.52 1.03 2.08
C12 -3.42 1.04 0.67
C13 -1.97 1.14 0.22
N1 -1.88 1.34 -1.24
C14 -0.47 1.61 -1.55
C15 -0.25 1.74 -3.07
O12 1.11 2.05 -3.25
C16 1.94 0.98 -3.60
H31 -5.34 1.88 2.06
H32 -4.89 1.08 3.57
H33 -5.36 0.17 2.05
H34 -4.00 1.84 0.14
H35 -3.91 0.09 0.19
H36 -1.58 0.14 0.44
H37 -1.47 1.89 0.82
H38 -2.42 2.17 -1.56
H39 0.10 0.72 -1.36
H40 -0.13 2.52 -0.99
H41 -1.00 2.49 -3.41
H42 -0.45 0.87 -3.60
H43 2.85 1.35 -3.97
H44 1.58 0.39 -4.39
H45 2.23 0.31 -2.81
C17 3.50 4.45 8.05
O13 3.65 3.13 7.56
C18 3.17 3.05 6.20
C19 3.60 1.72 5.55
N2 3.27 1.64 4.18
C20 3.87 0.48 3.57
C21 3.00 0.10 2.39
O14 3.10 1.16 1.48
C22 2.19 0.96 0.42
H46 4.06 4.47 9.04
H47 2.46 4.72 8.21
H48 3.88 5.23 7.38
H49 3.47 3.89 5.63
H50 2.12 3.14 6.19
H51 3.22 0.84 6.09
H52 4.68 1.58 5.68
H53 3.53 2.47 3.62
H54 3.80 -0.36 4.24
H55 4.90 0.49 3.29
H56 1.99 -0.02 2.67
H57 3.16 -0.87 1.85
H58 2.28 1.87 -0.27
H59 1.13 0.85 0.76
H60 2.57 0.09 -0.09

Calculated values
SMILES: COCCNCCOC.COCCNCCOC.OCCO.OCCO.OCCO.OCCO.OCCO
E, eV: -55425.026
Energy above the lowest of the compared OMol25 structures with the same formula, charge and spin, kJ/mol: 196.2
Kohn-Sham gap, eV: 9.59

Q: Among the records above, which one has the highest energy above the lowest of the compared OMol25 structures with the same formula, charge and spin?
A: C5H11N2

Q: Number 2 is which compound?
A: C5H11N2